1.
14
Properties=species:S:1:pos:R:3:forces:R:3:nbo_charge:R:1 method="wB97M-V/def2-TZVPD" smiles="C=CN.NC=O" lumo_ev=0.926 spin_multiplicity=1 e_homo_ha=-0.3033 largest_force_ha_per_bohr=0.01043 orbital_gap_ev=9.18 energy_ha=-303.84094 de_lowest_ev=1.393
C -1.0749 1.2936 -1.1540 0.06 0.17 -0.33 -0.50
C -0.8731 2.0982 -0.1175 -0.16 -0.39 -0.09 0.00
N 0.1693 2.0137 0.8069 -0.31 0.40 0.19 -0.83
H -0.4073 0.4969 -1.4530 0.08 -0.04 0.13 0.20
H -1.9301 1.4692 -1.7880 -0.08 -0.08 0.03 0.21
H -1.6308 2.8405 0.0930 0.08 0.17 0.20 0.19
H 1.0318 1.6555 0.4311 0.10 0.09 0.07 0.37
H 0.2760 2.8544 1.3634 0.24 -0.34 -0.20 0.38
C 0.1904 -2.0797 0.2913 0.06 -0.13 -0.13 0.52
N 1.3458 -2.7964 0.3254 -0.12 -0.22 -0.35 -0.83
O -0.7244 -2.3522 -0.4531 0.08 0.13 0.08 -0.60
H 0.1725 -1.2142 0.9647 -0.03 0.07 0.18 0.12
H 2.0716 -2.7108 1.0114 -0.10 0.25 0.09 0.40
H 1.3832 -3.5686 -0.3214 0.10 -0.08 0.13 0.40

=====

2.
16
Properties=species:S:1:pos:R:3:forces:R:3:nbo_charge:R:1 method="wB97M-V/def2-TZVPD" smiles="CC1=C2C[C@@H]2NC1" lumo_ev=0.906 spin_multiplicity=1 e_homo_ha=-0.2751 largest_force_ha_per_bohr=0.00845 orbital_gap_ev=8.39 energy_ha=-288.63073 de_lowest_ev=4.117
C 1.5092 1.1522 1.1548 0.12 0.03 -0.09 -0.64
C 0.5878 0.3527 0.2952 -0.09 -0.21 0.08 0.08
C 0.5750 -0.9650 0.0356 -0.20 0.24 0.30 -0.18
C 0.0843 -1.8938 -1.0511 -0.09 -0.20 -0.15 -0.38
C -0.9464 -1.2127 -0.2838 -0.06 -0.20 0.06 -0.04
C -0.6289 1.0724 -0.2736 -0.04 0.30 0.08 -0.27
N -1.5621 0.0233 -0.6825 -0.11 -0.04 0.05 -0.62
H 1.6248 2.1755 0.7852 0.10 -0.06 0.01 0.21
H 2.4811 0.6866 1.3321 -0.14 0.02 -0.17 0.23
H 0.9956 1.2269 2.1263 0.22 0.08 -0.13 0.23
H 0.2269 -2.9673 -0.9722 0.12 0.09 0.01 0.22
H 0.2412 -1.4750 -2.0463 0.14 -0.16 0.18 0.24
H -1.4013 -1.7269 0.5650 -0.02 -0.09 -0.33 0.19
H -0.2546 1.6063 -1.1632 0.00 0.15 0.24 0.19
H -1.0824 1.8191 0.3831 -0.12 0.05 0.06 0.19
H -2.4500 0.1258 -0.2045 0.17 -0.01 -0.19 0.37

=====

3.
29
Properties=species:S:1:pos:R:3:forces:R:3:nbo_charge:R:1 method="wB97M-V/def2-TZVPD" lumo_ev="0.645 / 0.618" spin_multiplicity=1 e_homo_ha="-0.2515 / -0.2508" largest_force_ha_per_bohr=0.06984 orbital_gap_ev="7.49 / 7.44" energy_ha=-616.41988 de_lowest_ev=4.080
C 2.4655 -1.3063 1.2929 1.53 -1.71 -0.77 -0.40
C 1.7858 -2.6638 1.2165 -0.99 0.21 -0.53 -0.43
C -1.2150 1.0650 -0.0327 1.43 0.09 -0.39 -0.02
C 0.2378 -1.4836 -1.6471 1.48 -0.61 1.28 0.36
C 2.0222 -1.8358 -0.0301 -0.61 0.11 -0.13 0.11
C 2.9463 -2.2632 -1.1144 -0.08 -1.73 -0.17 -0.61
C -3.4097 2.2912 -0.6004 2.43 0.50 -0.30 -0.62
C -2.0257 2.8093 1.4951 -3.39 -1.01 0.61 -0.61
C -1.9421 2.3473 0.0063 -2.07 -0.42 1.93 -0.25
N 0.0348 1.1595 -0.2879 -1.21 1.34 -0.80 -0.22
N 1.0022 0.3317 -0.2389 1.98 -1.47 0.88 -0.23
N 0.9280 -0.9968 -0.6151 -2.50 0.23 -1.41 -0.17
F -0.7996 -0.8886 -2.2314 0.63 0.22 0.51 -0.30
H 1.9045 -0.4503 1.6311 0.34 -0.01 0.32 0.27
H 3.5666 -1.3801 1.3126 -0.65 0.61 0.67 0.22
H 2.1350 -3.6918 1.3819 0.89 0.78 -0.37 0.23
H 0.7631 -2.6962 1.4966 -0.92 0.45 0.44 0.22
H -1.5915 0.1720 0.4118 -0.73 -0.86 0.06 0.16
H 0.6851 -2.3329 -2.1540 -0.81 0.03 0.04 0.16
H 2.4421 -2.9279 -1.8701 0.59 0.11 1.04 0.20
H 3.8534 -2.7690 -0.7173 -0.57 0.48 -0.41 0.23
H 3.1295 -1.3973 -1.6794 1.08 1.25 -0.74 0.23
H -3.1879 2.0260 -1.6623 -1.29 -0.11 0.74 0.22
H -3.8253 3.2709 -0.5034 0.01 1.13 -0.62 0.20
H -4.1653 1.7799 -0.0082 0.48 -1.22 -0.30 0.21
H -1.0398 2.9102 1.9020 0.32 0.73 0.35 0.22
H -2.6731 2.1450 2.2801 1.64 0.82 -2.13 0.19
H -2.7317 3.6746 1.4085 1.35 0.14 0.70 0.21
H -1.2954 3.1010 -0.4428 -0.35 -0.07 -0.51 0.22

=====

4.
55
Properties=species:S:1:pos:R:3:forces:R:3:lowdin_charge:R:1 method="wB97M-V/def2-TZVPD" lumo_ev=-2.618 spin_multiplicity=1 e_homo_ha=-0.2180 largest_force_ha_per_bohr=0.24585 orbital_gap_ev=3.31 energy_ha=-15440.33345
O 1.1624 4.6473 -1.1564 0.00 -3.24 -2.89 -0.41
P 1.1218 3.5112 -2.2042 2.14 2.83 0.28 0.48
O 2.3261 2.2568 -1.9238 -1.52 8.23 -7.23 -0.67
O 1.2361 4.1393 -3.8370 0.58 -1.80 1.76 -0.28
P -0.8559 2.5434 -1.9782 -1.23 0.60 1.05 0.82
C -1.6813 2.6196 -3.6913 -0.85 -0.32 -0.01 -0.94
S -2.0831 4.4291 -3.8769 0.83 0.12 -0.74 0.78
O -0.7924 1.9534 -4.6486 -2.35 -2.17 0.33 -0.26
S -1.3124 0.3195 -4.5636 4.90 -4.70 -4.04 0.80
O -0.6096 -0.5921 -3.5393 2.72 7.24 -5.82 -0.61
O -1.1346 -0.3563 -5.9300 -1.75 3.41 4.30 -0.27
O -2.9404 0.4280 -3.9571 1.82 6.68 -3.65 -0.43
C -3.1119 1.9019 -3.9461 -0.84 0.96 -1.41 -0.27
F -3.4407 2.3162 -5.3303 0.50 -1.12 2.49 -0.08
H 2.2498 1.6997 -2.7491 0.29 0.43 1.08 0.04
H 1.8944 3.5888 -4.3415 -0.88 0.75 0.74 0.07
H -0.5511 1.1975 -1.5724 0.03 0.28 -1.01 -0.07
H -1.9086 4.7456 -5.2326 -0.11 -0.97 1.18 -0.06
H -4.0272 2.2691 -3.3244 2.01 -1.13 -0.79 0.20
C 1.4268 2.0426 2.0616 -0.58 1.29 -0.74 -1.87
Cl 1.4330 3.2742 3.3382 -0.41 -0.59 -0.62 0.49
Cl 3.0199 2.0149 1.2498 -0.64 0.31 3.50 0.23
Cl 1.1019 0.4426 2.7793 -0.52 -0.44 0.03 0.53
Cl 0.1609 2.4289 0.8795 0.15 0.00 1.00 0.56
C -2.7139 -2.3890 -1.2380 -0.49 -0.52 -0.26 -1.50
Br -2.1801 -1.5218 0.4147 -0.18 -0.01 -0.47 0.59
Br -4.5878 -2.9179 -1.2038 -0.14 -0.21 0.27 0.50
Br -2.2881 -1.2949 -2.7930 -4.44 -8.18 8.56 1.00
H -2.1275 -3.3056 -1.3217 -0.27 0.24 0.13 -0.03
Ca 3.6391 0.3724 3.4374 0.03 1.86 0.01 1.29
Cl 2.1001 0.7789 -0.7351 -1.31 -9.17 3.77 0.06
C 6.7062 3.2959 -0.2558 0.29 -0.14 -0.22 -0.99
Cl 7.2899 4.9463 -0.0157 0.05 -0.09 -0.04 0.52
Cl 5.0703 3.0975 0.3878 1.62 0.72 -0.62 0.50
H 6.6961 3.0750 -1.3236 -0.09 0.13 0.20 0.03
H 7.3754 2.6049 0.2575 -0.15 0.20 -0.01 0.03
O 0.5749 -2.0426 3.9008 0.02 -0.50 -0.33 0.00
C -0.1095 -3.0437 3.9176 -0.13 0.45 -0.43 -0.46
O -0.6181 -3.6353 2.8066 0.83 0.81 0.76 0.02
C -1.4633 -4.7230 3.1940 -0.59 -0.71 -0.31 -0.15
C -1.0108 -5.1024 4.5820 -0.07 -0.56 0.41 -0.16
C -0.5555 -3.7783 5.1504 0.14 -0.42 0.20 -0.08
H -2.5028 -4.3813 3.1744 0.10 0.07 -0.03 0.14
H -1.3489 -5.5483 2.4874 0.05 0.37 -0.09 0.10
H -1.7908 -5.5881 5.1718 0.06 0.04 -0.13 0.12
H -0.1585 -5.7880 4.5201 -0.13 0.05 -0.01 0.12
H -1.3788 -3.2294 5.6146 0.15 0.09 0.02 0.14
H 0.2693 -3.9048 5.8532 -0.15 0.37 0.02 0.13
O -1.1113 -6.8970 0.5993 -0.04 -0.26 -0.26 -0.06
H -1.9296 -7.2882 0.2649 0.13 0.13 0.09 0.05
H -0.4450 -7.1577 -0.0505 -0.10 0.12 0.16 0.04
Cl 3.9582 3.5774 4.8980 0.56 -1.52 -0.09 -0.57
O -3.1483 2.1086 1.4838 -0.73 0.14 0.32 -0.69
H -2.2256 2.0796 1.2749 0.70 -0.45 -0.55 -0.28
K -2.6689 3.7797 3.0399 -0.02 0.26 0.17 0.82